19
Properties=species:S:1:pos:R:3 method="wB97M-V/def2-TZVPD" e_above_lowest_kj_mol=375.58 mol_weight_g_mol=246.12 spin_multiplicity=1 homo_ev="-8.21 / -7.86"
C 1.11479 -2.90669 -0.92967
C 1.27478 1.27687 1.32497
C -1.85738 3.16798 -0.69404
C 0.51457 -3.63728 0.22178
O 0.29248 0.36095 0.96780
O -1.19667 2.15531 -0.02353
Si -0.59368 0.73524 -0.38244
I -2.22425 -1.08911 -0.14696
H 0.69372 -1.95423 -1.16534
H 2.03741 -2.49096 -0.44089
H 1.38521 -3.36436 -1.84820
H 1.20521 1.44815 2.48130
H 1.15449 2.28029 0.82331
H 2.32375 0.82207 1.10308
H -1.28342 3.89259 -1.27476
H -2.57520 3.82376 -0.09699
H -2.59487 2.95377 -1.47565
H 0.61939 -3.20418 1.21181
H -0.29033 -4.27015 0.34441

***

20
Properties=species:S:1:pos:R:3 method="wB97M-V/def2-TZVPD" e_above_lowest_kj_mol=64.16 mol_weight_g_mol=178.07 total_charge=+1 s_squared=8.76 spin_multiplicity=6 homo_ev="-13.03 / -13.54"
O -0.97150 1.93634 -0.08427
C -1.73363 1.06043 0.72318
C -1.96919 -0.29884 0.09141
O -0.75561 -0.63791 -0.58268
C -0.36201 -2.00045 -0.63494
Mn -0.02601 0.94759 -1.49189
H -2.70223 1.49535 1.01165
H -1.09526 0.88652 1.60838
H -2.80424 -0.32583 -0.62397
H -2.19274 -1.04219 0.86982
H 0.71308 -1.98636 -0.84475
H -0.45692 -2.47492 0.35125
H -1.05665 -2.51539 -1.31408
O 1.42619 1.84066 -0.55799
H 0.35537 2.39316 0.40529
C 2.75036 0.11412 0.27510
O 2.23347 0.70413 -0.90156
H 1.97365 -0.44645 0.81609
H 3.55537 -0.55372 -0.06022
H 3.11850 0.90373 0.94419

***

17
Properties=species:S:1:pos:R:3 method="wB97M-V/def2-TZVPD" e_above_lowest_kj_mol=70.23 mol_weight_g_mol=87.15 s_squared=0.76 spin_multiplicity=2 homo_ev="-10.16 / -9.95"
C -2.05606 -0.71333 0.94322
C -2.00311 -0.74799 -0.62114
C -1.76035 0.54655 -1.36815
N 0.95006 0.02847 0.15805
C 2.04947 0.15889 0.82090
N 3.15100 0.77879 0.20682
H -2.53258 -1.64670 1.31716
H -1.02322 -0.59104 1.33729
H -2.69294 0.09705 1.27213
H -2.79922 -1.40724 -1.02132
H -1.07084 -1.27161 -0.84580
H -2.41192 1.41727 -1.14978
H -1.96177 0.27712 -2.42737
H -0.70394 0.84248 -1.28528
H 2.17417 0.16307 1.91182
H 2.99106 0.69347 -0.77487
H 3.94408 0.31054 0.46295

***

17
Properties=species:S:1:pos:R:3 method="wB97M-V/def2-TZVPD" e_above_lowest_kj_mol=170.19 mol_weight_g_mol=87.15 total_charge=+1 spin_multiplicity=1 homo_ev=-13.88
C -0.42360 -0.97729 2.05010
C 0.29209 -1.36657 0.74149
C 0.12814 -0.29060 -0.28841
N -1.16294 -0.17967 -1.01096
C 0.87428 0.80398 -0.33110
N 0.61177 1.91971 -1.15066
H -0.08665 0.00468 2.38329
H -1.49507 -0.91555 1.82763
H -0.25910 -1.70678 2.83948
H 1.36578 -1.50720 0.88682
H -0.03744 -2.35109 0.39242
H -1.83493 -0.93789 -0.95426
H -1.65811 0.72946 -0.97344
H -0.99123 -0.04383 -2.02391
H 1.61087 0.87173 0.47633
H 1.23332 1.96805 -1.95582
H 0.88205 2.76213 -0.64463

***

17
Properties=species:S:1:pos:R:3 method="wB97M-V/def2-TZVPD" e_above_lowest_kj_mol=369.81 mol_weight_g_mol=87.15 total_charge=+1 spin_multiplicity=1 homo_ev=-14.98
C 1.09903 -1.56735 -0.31061
C 1.20940 -1.21094 -1.58947
C -0.64809 -0.26165 1.64736
C -0.22434 0.95026 0.90145
N 0.37275 1.89871 1.32389
N -0.63750 0.80660 -0.60512
H 1.75440 -1.11385 0.41776
H 0.51351 -2.38552 -0.06494
H 2.05752 -0.55828 -1.86829
H -1.16335 -0.03718 2.52376
H 0.18732 -0.86565 1.80387
H -1.20175 -1.07113 1.03012
H 0.64299 2.71450 0.77399
H 0.60486 -1.55003 -2.50165
H 0.20399 0.09736 -0.80334
H -0.59645 1.75922 -1.16527
H -1.51250 0.47731 -0.61341

***

17
Properties=species:S:1:pos:R:3 method="wB97M-V/def2-TZVPD" e_above_lowest_kj_mol=219.64 mol_weight_g_mol=87.15 total_charge=+1 spin_multiplicity=1 homo_ev=-12.45
C -1.59834 1.08099 0.06058
C -1.15024 -0.35415 -0.14379
C -0.49237 -0.84569 -1.27079
N -1.36891 -1.16660 0.97275
H -1.10850 1.46126 0.97815
H -2.63883 1.11927 0.49083
H -1.38288 1.66747 -0.85518
H -0.13958 -1.91173 -1.40220
H -0.46568 -0.11913 -2.11619
H -2.18391 -0.85036 1.49114
H -1.46489 -2.18808 0.77187
C 2.59524 0.93617 0.18139
N 2.06601 -0.23333 0.15032
H 3.58015 1.07110 0.65493
H 1.99218 1.77949 -0.13412
H 1.10638 -0.39796 -0.25214
H 2.65416 -1.04873 0.42243

***

17
Properties=species:S:1:pos:R:3 method="wB97M-V/def2-TZVPD" e_above_lowest_kj_mol=133.06 mol_weight_g_mol=87.15 total_charge=+1 spin_multiplicity=1 homo_ev=-13.99
C 2.15261 -0.51720 -0.09382
C 0.80634 -0.98014 -0.70148
C -0.38289 -0.24896 -0.14724
N -1.19920 0.52944 -1.14224
C -0.66450 0.08021 1.10900
N -1.71297 0.96454 1.45250
H 2.94791 -0.56679 -0.82732
H 2.08247 0.52844 0.20177
H 2.42634 -1.10005 0.77536
H 0.85849 -0.79162 -1.77160
H 0.68476 -2.05606 -0.56704
H -0.64050 1.21310 -1.65043
H -1.63682 -0.10293 -1.81825
H -1.96267 0.96002 -0.59432
H -0.16961 -0.49912 1.88072
H -2.18850 0.66882 2.29659
H -1.40125 1.91830 1.59781

***

17
Properties=species:S:1:pos:R:3 method="wB97M-V/def2-TZVPD" e_above_lowest_kj_mol=375.88 mol_weight_g_mol=87.15 total_charge=+1 spin_multiplicity=1 homo_ev=-14.65
C -1.17570 -0.37482 1.00741
C 0.21875 -0.05937 0.76042
C 1.62806 -0.01477 0.83802
C -0.97945 1.87873 -0.58835
N -0.53930 0.89505 0.39804
N 0.40682 -1.73774 -1.01629
H -1.57102 -1.08401 0.41662
H -1.65251 -0.25959 1.96045
H 1.89174 0.32231 1.77539
H 2.05573 0.70850 0.17579
H 2.13983 -0.92549 0.51305
H -1.86472 1.44410 -1.04044
H -1.31618 2.86709 -0.05555
H -0.30797 2.13733 -1.31626
H -0.27121 -1.20997 -1.60386
H 0.04964 -2.68221 -0.70687
H 1.28749 -1.90514 -1.51757

***

17
Properties=species:S:1:pos:R:3 method="wB97M-V/def2-TZVPD" e_above_lowest_kj_mol=167.73 mol_weight_g_mol=87.15 total_charge=+1 spin_multiplicity=1 homo_ev=-13.50
C -1.10242 1.52148 1.28633
C -0.29679 1.48411 -0.02838
C -0.02673 0.04408 -0.30846
N -0.74581 -0.64632 -1.32213
C 1.05051 -0.59439 0.16536
N 1.41548 -1.94829 -0.40786
H -1.28486 2.57738 1.52006
H -0.54946 1.07528 2.11758
H -2.01103 0.92947 1.21440
H 0.67820 1.98393 0.05186
H -0.81613 2.09873 -0.74947
H -1.04266 -1.54673 -0.96416
H -1.52547 -0.24473 -1.82447
H 1.83689 -0.11349 0.74279
H 0.69669 -2.63453 -0.18923
H 1.46813 -1.79013 -1.41804
H 2.25549 -2.19586 0.11383

***

17
Properties=species:S:1:pos:R:3 method="wB97M-V/def2-TZVPD" e_above_lowest_kj_mol=127.68 mol_weight_g_mol=87.15 total_charge=+1 spin_multiplicity=1 homo_ev=-14.38
C -2.19741 0.27836 0.48366
C -1.13729 -0.83438 0.39074
C 0.21412 -0.24228 0.09226
N 1.00234 0.31055 1.14595
C 0.78683 -0.37135 -1.09541
N 2.12829 0.26106 -1.22033
H -2.10803 1.07204 -0.25471
H -2.12711 0.74556 1.46923
H -3.19018 -0.15694 0.44078
H -1.38871 -1.52289 -0.41614
H -1.11856 -1.39205 1.32470
H 0.89048 -0.22817 2.00036
H 0.65160 1.24177 1.36996
H 0.29203 -0.50527 -2.05178
H 2.04999 1.08909 -1.81192
H 2.38134 0.58321 -0.26847
H 2.87026 -0.32830 -1.59888

***

17
Properties=species:S:1:pos:R:3 method="wB97M-V/def2-TZVPD" e_above_lowest_kj_mol=353.67 mol_weight_g_mol=87.15 total_charge=+1 spin_multiplicity=1 homo_ev=-14.36
C 1.30398 -0.06772 -0.01670
C 2.58219 0.76073 0.04463
C -2.81091 0.34444 -0.17656
C -1.89143 -0.68166 0.12160
N 1.56721 -1.38862 -0.13994
N 0.16114 0.49480 -0.11628
H 3.15860 0.45686 0.87659
H 2.44336 1.83533 0.05697
H 3.02333 0.57495 -0.84025
H -2.38338 1.35279 0.00941
H -3.27535 0.26978 -1.24212
H -3.60216 0.36058 0.72169
H -1.68750 -1.26241 -0.72522
H -1.72136 -0.78615 1.10097
H 2.47285 -1.65101 0.15507
H 0.84672 -2.02896 0.08315
H -0.18729 1.41624 0.08700

***

17
Properties=species:S:1:pos:R:3 method="wB97M-V/def2-TZVPD" e_above_lowest_kj_mol=281.76 mol_weight_g_mol=87.15 total_charge=+1 spin_multiplicity=1 homo_ev=-14.91
C 2.28264 -0.65167 -0.08041
C 0.84799 -0.40705 0.35970
C 0.30804 0.89639 0.78282
N 0.02365 0.34768 -0.57630
C -1.72604 -0.02241 -0.83642
N -2.35450 -0.17591 0.36751
H 2.82656 -0.69761 0.92103
H 2.70450 0.21699 -0.68405
H 2.32563 -1.62936 -0.63564
H 0.42785 -1.40084 0.70634
H -0.63358 1.08599 1.28216
H 0.91921 1.70227 0.87525
H 0.49692 0.81569 -1.27128
H -2.08827 0.91846 -1.41002
H -1.58165 -0.90452 -1.52384
H -1.85276 -0.66187 1.03284
H -2.92619 0.56776 0.69031

***

Number 1: total energy -24397.5884 eV. Number 2: total energy -43824.2248 eV. Number 3: total energy -7304.0497 eV. Number 4: total energy -7299.1842 eV. Number 5: total energy -7297.1153 eV. Number 6: total energy -7298.6716 eV. Number 7: total energy -7299.5690 eV. Number 8: total energy -7297.0523 eV. Number 9: total energy -7299.2096 eV. Number 10: total energy -7299.6247 eV. Number 11: total energy -7297.2825 eV. Number 12: total energy -7298.0278 eV.